The following is a DFT calculation (ωB97M-V/def2-TZVPD) of C15H50BF4O20S5 as an isolated structure at a distorted geometry.

Element x y z (Å)
B -1.03 0.09 0.65
F -1.92 0.78 1.34
F -1.55 -0.51 -0.47
F 0.10 0.88 0.36
F -0.70 -0.97 1.45
O -3.00 -3.74 -3.80
S -2.39 -3.78 -2.45
O -2.16 -5.03 -1.68
O -0.97 -2.92 -2.47
C -0.20 -2.67 -1.30
C 1.28 -2.28 -1.48
C -3.45 -2.75 -1.30
H -0.38 -3.55 -0.69
H -0.70 -1.89 -0.73
H 1.55 -1.80 -2.42
H 1.87 -3.19 -1.60
H 1.63 -1.54 -0.75
H -3.19 -2.83 -0.24
H -4.50 -3.05 -1.24
H -3.31 -1.77 -1.76
O -0.32 -5.30 2.51
S -0.29 -4.36 1.36
O 0.59 -4.53 0.22
O -1.82 -4.26 0.69
C -2.93 -3.95 1.57
C -4.32 -3.95 0.88
C -0.08 -2.59 1.96
H -2.79 -3.08 2.21
H -2.84 -4.92 2.06
H -4.60 -2.92 0.68
H -5.11 -4.46 1.41
H -4.12 -4.32 -0.13
H -0.83 -2.48 2.74
H -0.30 -1.97 1.09
H 0.93 -2.50 2.37
O -1.13 5.54 -3.07
S -0.11 5.41 -2.03
O -0.46 5.80 -0.69
O 0.31 3.84 -1.93
C 0.79 3.34 -0.69
C -0.44 2.99 0.15
C 1.51 6.08 -2.68
H 1.44 4.06 -0.19
H 1.47 2.49 -0.73
H -0.80 3.81 0.77
H -0.35 2.05 0.70
H -1.32 2.78 -0.47
H 1.80 5.52 -3.57
H 2.13 5.95 -1.79
H 1.40 7.13 -2.91
O 0.83 2.03 -2.16
S 0.45 0.77 -2.76
O 0.47 0.59 -4.24
O 1.32 -0.49 -2.07
C 2.01 -0.27 -0.84
C 3.31 0.36 -1.26
C -1.16 0.26 -1.92
H 2.19 -1.27 -0.45
H 1.34 0.39 -0.28
H 3.98 0.27 -0.41
H 3.23 1.41 -1.56
H 3.69 -0.30 -2.04
H -2.08 0.52 -2.44
H -1.15 0.77 -0.95
H -1.12 -0.81 -1.76
O 4.68 -1.40 1.65
S 4.64 0.06 1.68
O 5.65 0.97 1.11
O 3.14 0.59 1.08
C 3.10 1.89 0.64
C 1.55 2.39 0.67
C 4.27 0.61 3.41
H 3.68 2.02 -0.28
H 3.72 2.50 1.30
H 1.09 2.38 1.65
H 0.88 1.74 0.10
H 1.56 3.42 0.34
H 3.97 1.66 3.40
H 5.14 0.66 4.07
H 3.41 0.05 3.77
O 0.00 2.19 2.37
H 0.45 1.45 2.77
H -0.81 1.83 2.01
O -3.14 0.78 -0.81
H -3.72 0.04 -0.64
H -2.42 0.66 -0.20
O -2.25 2.16 2.51
H -3.20 2.17 2.42
H -1.98 1.38 2.03
O 1.17 -0.79 1.39
H 0.40 -0.23 1.44
H 1.69 -0.42 0.68
O -2.69 -1.60 0.88
H -2.28 -0.93 1.43
H -3.37 -1.14 0.40

Summary:
Net charge: -1
Maximum force, eV Å⁻¹: 16.57
Kohn-Sham gap, eV: 6.79
E_LUMO, hartree: 0.0674



The following is a DFT calculation (ωB97M-V/def2-TZVPD) of the molecule C2H3N3O at a distorted geometry.

Element x y z (Å)
C 0.47 1.01 0.00
C -0.11 -0.37 0.10
N -1.26 -0.80 0.88
O -2.27 -0.19 0.62
N 0.78 -2.33 -1.04
N 0.42 -1.40 -0.49
H 1.39 0.99 -0.60
H -0.23 1.72 -0.45
H 0.74 1.37 1.00

Summary:
Net charge: 0
Maximum force, eV Å⁻¹: 1.28
Kohn-Sham gap (spin up / spin down), eV: 8.23 / 8.22
E_LUMO (spin up / spin down), hartree: -0.0197 / -0.0198



The following is a DFT calculation (ωB97M-V/def2-TZVPD) of C6H10 as an isolated structure at a distorted geometry.

Element x y z (Å)
C -0.33 -0.85 2.04
C 0.09 -1.39 0.75
C 0.54 -0.57 -0.37
C -0.79 -0.18 -0.99
C 0.04 0.85 -0.27
C 0.53 1.91 -1.24
H -0.35 -1.45 2.93
H -0.67 0.15 2.31
H -1.13 -0.90 1.16
H -0.26 -2.40 0.49
H 1.53 -0.76 -0.76
H -0.99 -1.00 -1.66
H -0.56 1.26 0.53
H -0.30 2.54 -1.59
H 1.40 2.53 -1.03
H 0.80 1.36 -2.16

Summary:
Net charge: 0
Maximum force, eV Å⁻¹: 4.02
Kohn-Sham gap, eV: 6.84
E_LUMO, hartree: 0.0170



The following is a DFT calculation (ωB97M-V/def2-TZVPD) of the molecule C7H11N at a distorted geometry.

Element x y z (Å)
N 2.29 0.25 0.24
C 0.88 0.27 0.08
C 0.26 1.42 -0.59
C -1.06 1.44 -0.25
C -1.32 0.31 0.63
C -1.25 -1.10 -0.42
C 0.17 -1.14 -0.82
C 0.02 0.11 1.33
H 2.78 0.40 -0.64
H 2.61 -0.61 0.66
H 0.75 2.03 -1.32
H -1.82 2.08 -0.67
H -2.23 0.29 1.22
H -1.96 -0.93 -1.22
H -1.56 -1.93 0.22
H 0.36 -0.96 -1.87
H 0.73 -1.99 -0.45
H 0.13 -0.85 1.83
H 0.23 0.92 2.04

Summary:
SMILES: N[C@@]12C=C[C@@H](CC1)C2
Net charge: 0
Maximum force, eV Å⁻¹: 2.59
Kohn-Sham gap, eV: 9.51
E_LUMO, hartree: 0.0413



The following is a DFT calculation (ωB97M-V/def2-TZVPD) of the molecule C4H10N2O2 at a distorted geometry.

Element x y z (Å)
C 1.87 -0.30 -1.81
N 0.48 0.12 -1.60
C -0.11 -0.28 -0.34
C -1.62 -0.14 -0.41
O -2.30 -0.93 0.56
C 0.47 0.46 0.89
N -0.11 0.17 2.08
O 1.40 1.23 0.79
H 2.54 0.15 -1.08
H 2.15 0.06 -2.79
H 1.92 -1.38 -1.77
H 0.44 1.13 -1.68
H 0.16 -1.33 -0.20
H -1.91 0.89 -0.16
H -2.00 -0.28 -1.42
H -1.97 -1.85 0.52
H -1.05 -0.20 2.09
H 0.18 0.72 2.87

Summary:
SMILES: CN[C@H](CO)C(N)=O
Net charge: 0
Maximum force, eV Å⁻¹: 1.05
Kohn-Sham gap, eV: 9.70
E_LUMO, hartree: 0.0278



The following is a DFT calculation (ωB97M-V/def2-TZVPD) of C13H10Cl3F9MoN5O7S2Si as an isolated structure.

Element x y z (Å)
Mo -0.61 0.51 0.17
N -2.15 0.24 1.76
C -3.50 0.01 1.21
C -3.62 0.70 -0.13
O -4.71 0.94 -0.63
N -2.42 1.05 -0.65
C -2.46 1.89 -1.82
C -1.07 2.40 -2.05
O -0.77 3.27 -2.83
O -0.19 1.77 -1.28
H -1.90 -0.55 2.34
H -2.15 1.08 2.33
H -4.28 0.38 1.87
H -3.66 -1.06 1.06
H -3.15 2.73 -1.70
H -2.79 1.33 -2.70
F 2.49 2.05 -2.50
C 3.32 1.16 -1.97
F 3.83 1.66 -0.85
F 4.31 0.92 -2.83
S 2.45 -0.42 -1.57
O 1.45 -0.02 -0.59
O 3.48 -1.26 -1.04
N 1.93 -0.89 -2.94
S 0.47 -1.15 -3.47
O 0.36 -2.42 -4.10
O -0.57 -0.73 -2.56
C 0.39 0.05 -4.86
F 0.62 1.29 -4.46
F -0.83 0.00 -5.40
F 1.28 -0.27 -5.80
Cl -2.82 -2.55 -1.16
Si -1.13 -2.03 -0.08
Cl -1.57 -2.92 1.84
Cl 0.33 -3.35 -0.77
N 3.29 -2.87 6.02
C 2.73 -2.37 5.16
C 2.03 -1.73 4.08
C 1.07 -0.75 4.34
C 0.42 -0.17 3.28
N 0.64 -0.49 2.00
C 1.56 -1.43 1.76
C 2.27 -2.07 2.76
H 0.85 -0.44 5.35
H -0.29 0.62 3.47
H 1.74 -1.70 0.74
H 3.00 -2.82 2.50
F 1.27 2.29 1.89
C -0.01 2.25 1.42
F -0.18 3.41 0.76
F -0.77 2.47 2.60

Summary:
Net charge: -1
Maximum force, eV Å⁻¹: 0.45
Kohn-Sham gap (spin up / spin down), eV: 6.47 / 6.48
E_LUMO (spin up / spin down), hartree: 0.0358 / 0.0356



- Look up the maximum force of the first one.
  16.57 eV Å⁻¹



- Look up the net charge of the second one.
  0



Please write out number 3 again, unchanged.
The following is a DFT calculation (ωB97M-V/def2-TZVPD) of C6H10 as an isolated structure at a distorted geometry.

Element x y z (Å)
C -0.33 -0.85 2.04
C 0.09 -1.39 0.75
C 0.54 -0.57 -0.37
C -0.79 -0.18 -0.99
C 0.04 0.85 -0.27
C 0.53 1.91 -1.24
H -0.35 -1.45 2.93
H -0.67 0.15 2.31
H -1.13 -0.90 1.16
H -0.26 -2.40 0.49
H 1.53 -0.76 -0.76
H -0.99 -1.00 -1.66
H -0.56 1.26 0.53
H -0.30 2.54 -1.59
H 1.40 2.53 -1.03
H 0.80 1.36 -2.16

Summary:
Net charge: 0
Maximum force, eV Å⁻¹: 4.02
Kohn-Sham gap, eV: 6.84
E_LUMO, hartree: 0.0170